DFT (wB97M-V/def2-TZVPD) results for an isolated molecule of C43H74N2O14.

Positions of all 133 atoms, in Å:
C (0.2625, 2.8791, 1.0581)
H (1.9941, -2.1524, -3.9224)
H (5.3987, -2.5550, 0.6158)
O (-2.9634, 2.6880, -1.1554)
O (-6.4726, -0.7368, -0.8755)
H (-0.0662, 3.5267, -3.1912)
H (4.9250, 3.5198, 0.3048)
H (8.3114, -4.8347, -0.0832)
C (-4.3062, -2.7416, -1.0919)
H (-0.7395, -1.9190, -0.5778)
H (0.2353, 1.7804, -2.9796)
O (2.8371, 4.4287, 1.9837)
H (0.4634, 4.8498, 1.8787)
H (1.8932, 0.3722, -1.9389)
H (-0.6441, 0.6497, 0.7946)
O (-6.3761, -0.4487, 1.4586)
H (-5.8403, -2.9026, 3.6198)
C (-4.0962, -1.2926, -0.6697)
O (-1.0788, 2.8244, 1.4531)
C (3.7490, -1.4216, -1.0193)
H (4.7495, -0.0059, -2.3205)
H (0.2698, 4.8093, 0.0985)
H (-8.9567, -0.4187, -0.6770)
C (5.7405, -2.5701, -0.4485)
H (-2.0054, 2.7376, -1.3414)
H (6.7681, -3.8781, -1.7782)
C (4.1650, 0.9954, 0.9168)
O (-7.9179, -3.6683, 2.3408)
H (-5.1651, -0.5094, -2.3612)
C (0.0818, -1.7430, 0.1204)
H (-4.0981, -2.8348, -2.1547)
H (-7.0100, 0.9422, 0.1923)
H (4.2600, 6.6580, 2.1495)
H (7.3147, -1.4723, 1.2601)
C (-5.8375, 2.2085, -2.9231)
C (-0.1558, 0.7086, -0.1888)
C (-5.8881, 3.2968, -0.8012)
C (-5.6950, -1.9092, 3.2056)
H (7.8015, 0.7017, 0.2320)
H (1.5679, 2.0548, -0.4637)
H (-5.9384, 3.1319, 0.2740)
O (2.8156, 4.4202, -0.2712)
H (9.3370, -0.1237, 0.5979)
H (-5.0173, 3.9252, -1.0191)
H (-4.9996, 2.8299, -3.2686)
H (10.7047, -4.5005, 0.2439)
C (-0.4591, -1.6785, 1.5161)
H (1.6280, -0.2647, 0.4590)
H (1.5053, 2.9738, -2.5589)
O (4.6548, -2.4923, -1.3008)
H (10.9994, -3.1705, -0.9009)
C (7.7279, -3.9453, 0.1617)
H (-4.1244, -1.1944, 0.4261)
H (5.0039, 1.8283, -0.8756)
C (4.3712, -0.0901, -1.3129)
H (-3.3126, 1.2097, -2.5572)
H (0.6110, -0.7639, -2.3686)
H (-9.0444, 0.0389, 1.0375)
C (-8.6691, -2.0544, 0.7042)
H (6.0255, 3.3650, 1.6815)
C (-2.4554, 0.3708, -0.7794)
N (-5.8417, 2.0179, -1.4873)
H (9.5185, -3.9052, 2.3934)
C (7.6919, -1.4423, 0.2228)
H (-10.6173, -1.7851, 1.6071)
O (-1.1490, 0.6039, -1.1918)
O (-2.8041, -0.9387, -1.1276)
H (3.1054, -0.7937, -3.7657)
C (2.8444, -1.7689, -3.3635)
H (7.4189, -4.0139, 1.2077)
H (-2.5534, 0.5069, 0.3160)
C (8.5790, -2.6775, -0.0420)
H (3.4748, -1.4948, 0.0436)
H (-5.3267, -3.0585, -0.9031)
H (-5.9511, -2.4545, 1.1415)
H (-10.6534, -2.3392, -0.0783)
H (2.0952, -2.6476, -1.5758)
H (0.7604, -2.5993, 0.0877)
C (4.2704, 4.5028, 2.1018)
H (-6.0838, -1.1682, 3.8985)
H (8.8818, -2.2499, 2.5463)
H (-6.7687, 2.7029, -3.2003)
H (3.7229, 0.1022, 1.3382)
C (-6.4422, -1.8099, 1.8842)
N (9.8174, -2.6131, 0.7175)
H (8.7199, -0.0723, -1.0616)
H (4.4210, 4.4056, 3.1838)
H (5.8204, -4.7170, -0.5390)
C (6.4885, -3.8757, -0.7240)
H (-5.8010, 1.2456, -3.4267)
H (11.8075, -3.1792, 0.6706)
H (-1.6363, 3.1709, 0.7400)
C (4.5285, 0.9419, -0.4800)
H (0.2569, -1.2527, 2.2520)
C (-5.1642, -0.3489, -1.2758)
C (4.9736, 3.3485, 1.3785)
H (-8.3853, -1.7732, 2.8515)
C (2.2491, 4.4057, 0.7913)
C (10.8791, -3.4178, 0.1521)
O (-0.1164, 2.9190, -1.2824)
H (4.0811, 1.9341, 2.7781)
C (-7.8976, -2.3003, 2.0256)
C (0.7478, 4.3400, 0.9587)
H (-10.2127, -3.4616, 1.2136)
H (-4.6342, -1.7298, 3.0547)
C (2.4906, -1.6741, -1.8795)
C (-4.8164, 1.1242, -0.9749)
H (4.6104, 5.9682, 0.5588)
H (-4.7996, 1.2507, 0.1145)
H (-7.7951, -4.1400, 1.5032)
H (-3.6204, -3.3795, -0.5418)
C (0.4891, 2.1309, -0.2782)
O (6.5824, -1.4608, -0.6541)
H (0.8227, 2.3645, 1.8474)
H (5.8451, 5.9411, 1.8267)
C (-8.5240, -0.5839, 0.3101)
C (8.4416, -0.1406, -0.0144)
O (-8.1232, -2.9095, -0.2907)
C (-7.0537, -0.1492, 0.2770)
C (-3.3802, 1.3836, -1.4723)
C (0.8397, -0.4674, -0.2715)
O (-1.5434, -2.0521, 1.8657)
H (-7.4688, -2.3947, -0.7853)
H (3.6854, -2.4426, -3.4956)
H (10.6208, -2.5358, 2.6204)
H (8.8609, -2.6240, -1.1001)
C (0.4290, 2.7769, -2.5760)
C (-10.1417, -2.4316, 0.8757)
H (-6.7917, 3.8193, -1.1161)
C (9.6928, -2.8488, 2.1406)
C (4.3703, 2.0279, 1.7384)
C (4.7805, 5.8589, 1.6268)
C (1.4352, -0.5828, -1.6764)

=====

DFT (wB97M-V/def2-TZVPD) results for a cluster of 10 separate species, C43H75Cl4N9 in total.

Positions of all 131 atoms, in Å:
H (3.7279, -7.1968, -2.0785)
C (4.3766, -2.5791, -3.7427)
H (0.0374, 2.0798, -1.4610)
C (-0.0918, 3.2979, 2.6869)
H (0.8844, -5.1918, -2.4578)
C (-2.9062, 0.9155, -6.7458)
N (-3.5783, 3.2604, 2.6789)
Cl (5.2215, 1.9653, -5.4340)
H (2.7494, -1.8241, 5.9105)
H (-0.8870, -3.5561, -2.4779)
H (4.0492, -3.4027, -4.3600)
C (0.7301, -4.6400, -1.5305)
H (-2.0351, 4.6747, 5.8482)
H (-1.2645, -5.8531, 5.0656)
H (-1.3305, -1.0275, -5.4918)
H (3.1108, -3.0640, -2.0878)
H (-2.3478, -3.8292, 5.8901)
H (-2.4967, 0.3003, -7.5470)
C (-4.8421, 3.7919, 2.8973)
H (-3.0172, 3.8827, -1.7075)
Cl (6.0991, 4.1332, -3.7156)
H (1.8122, 0.8897, 2.9096)
C (-0.0906, 3.4626, -3.1867)
H (-0.9998, -0.6802, -2.8559)
C (-3.4405, -2.2834, -6.1389)
H (5.6515, 0.2728, -2.4766)
H (0.0271, -5.1792, -0.8956)
H (0.7158, 3.1213, -3.8189)
C (0.0165, -3.3613, -1.9000)
H (1.0945, -3.2191, 0.6204)
N (2.0597, -4.4647, -0.7775)
C (-0.2869, -4.5317, 3.5191)
H (0.6590, -2.7811, -2.5623)
C (-1.9474, -0.6583, -3.3941)
C (2.4032, 0.2807, 3.5775)
H (5.0600, -1.0398, 4.9904)
C (-1.7705, -0.2486, -4.8690)
H (1.5583, -4.7739, 1.2525)
H (-0.3532, -2.8204, -1.0289)
C (-4.6277, 3.4652, 0.7030)
C (3.2103, -3.3902, 1.2309)
C (0.1437, 4.1022, -2.0037)
H (-4.2387, -3.0218, -6.2147)
H (-4.8376, 3.4661, -0.3564)
C (-1.2352, 4.2599, 5.2349)
H (-2.2924, -1.6922, -3.3829)
C (-1.0476, -4.8836, 4.6418)
H (5.7868, -1.2142, -4.7583)
C (-0.1619, -0.1692, 0.7922)
N (0.1083, 1.2480, -0.8924)
C (-1.9092, 1.9419, 5.6770)
C (4.6940, 3.2439, -4.3669)
H (-1.1550, 1.7794, 6.4471)
H (-1.8605, 1.0890, -0.1273)
H (1.9489, -0.7419, 0.8709)
C (4.2066, -1.2839, -1.8868)
H (-2.5482, 2.9498, -5.9410)
H (0.2632, -5.2852, 2.9751)
N (-1.4759, 2.9167, 4.6606)
H (-3.8636, 1.2419, -7.1519)
C (-5.5050, 3.9534, 1.6334)
H (-0.5654, -0.7029, 1.6400)
H (-0.9555, 3.8352, 2.2951)
N (-1.0199, 4.3602, -1.3124)
C (-1.4509, 3.1813, -3.1883)
H (-0.8047, 1.4008, 3.3827)
C (-1.2313, -2.7908, 4.4025)
H (-4.9147, -0.5775, -6.2432)
C (5.1108, -0.6336, -2.7058)
H (-1.1626, 5.0315, 4.4685)
N (-1.7157, -3.7969, 5.1030)
H (-2.8431, -2.6832, -5.3195)
H (0.0296, 3.6625, 6.9084)
H (-2.0322, 2.8502, -7.6164)
H (0.6730, 4.0207, 2.9710)
H (-3.7461, 1.4002, 6.5561)
H (-2.1338, 0.9859, 5.2040)
H (3.0868, -3.2081, 2.2984)
C (-2.1054, 2.2882, -6.6854)
C (5.1795, -1.4182, -3.8889)
C (-0.4378, 2.3197, 3.8400)
H (3.7195, -5.6341, -0.0911)
Cl (3.8107, 2.4655, -3.0871)
Cl (3.7106, 4.3476, -5.3369)
H (0.8397, -0.7733, 4.6661)
H (-1.1646, 4.9236, -0.4867)
C (1.8875, -0.5957, 4.4736)
C (1.3601, 0.7460, -0.6397)
H (-4.4375, -1.0057, -4.6727)
C (-4.0342, -0.8831, -5.6779)
H (-3.1077, 2.8276, 7.3590)
H (2.4301, -6.3310, -2.8038)
C (-0.8650, 0.6702, -0.1204)
H (2.2768, 1.1004, -1.0873)
C (4.1108, -0.7152, 4.5902)
H (-3.8928, 2.9087, 5.7574)
C (-0.4050, -3.1840, 3.3636)
H (-2.5054, 0.0855, -2.8253)
C (1.1605, -0.2104, 0.3587)
N (2.9004, -1.1480, 5.1755)
H (0.0621, -2.5208, 2.6505)
C (3.8073, 0.3295, 3.7307)
H (0.9506, 4.0155, 5.4053)
H (-1.0553, 0.5717, -4.8085)
H (0.4370, 2.1480, 4.4672)
H (-6.4871, 4.3925, 1.5380)
H (-5.0789, 4.0463, 3.9199)
H (-2.9120, -2.3428, -7.0903)
H (3.9620, -5.5124, -2.5104)
H (2.2239, -6.5229, -0.2960)
H (-2.0188, 2.6138, -3.9107)
C (3.2463, -6.2190, -2.0901)
H (1.0646, 4.4995, -1.6031)
H (-1.5476, -1.7795, 4.6117)
H (-2.9352, 3.0368, 3.4248)
H (-2.5266, 2.6411, 0.9255)
C (0.0872, 4.2833, 6.0143)
H (3.7537, -1.0393, -0.9374)
H (4.4561, 1.0790, 3.3022)
C (-1.9976, 3.7618, -2.0426)
N (-3.0597, 0.2099, -5.4592)
C (-3.2146, 2.3375, 6.3913)
H (0.2263, 2.7551, 1.7968)
C (1.8794, -3.9746, 0.5846)
H (4.1188, -3.9887, 1.1641)
N (3.7933, -2.4427, -2.4980)
H (-1.0577, 2.1751, -6.4067)
C (-3.4022, 3.1361, 1.3187)
H (3.4205, -2.4414, 0.7371)
C (2.8324, -5.7232, -0.7181)
H (0.2554, 5.2574, 6.4736)

Computed properties:
2S+1 = 2
total charge = -1
<S²> = 0.7521

=====

DFT (wB97M-V/def2-TZVPD) results for a cluster of 9 separate species, C43H75IN2O25 in total.

Positions of all 146 atoms, in Å:
H (-9.5579, 5.0364, 0.1295)
H (-1.1851, -6.5641, 9.8855)
H (9.9500, 1.3847, -2.3356)
H (-4.5012, -0.7358, 4.4772)
H (0.7489, 7.3498, -0.7047)
C (6.1861, -1.6985, 0.1660)
C (-0.8472, 4.6544, 0.6532)
H (0.3856, 10.3050, -5.3025)
H (-4.2407, -7.6512, 0.7369)
H (-1.1457, -7.3740, 8.3082)
H (-4.7511, 7.1082, -4.3419)
C (1.1678, 6.9034, 0.1983)
H (8.0267, -3.1802, -2.9057)
H (-2.8635, 2.3721, -0.3632)
H (1.0987, -6.4553, 8.9444)
O (3.9464, -4.6004, -2.8816)
H (3.7146, 1.1714, 2.8234)
C (-1.0444, -6.4136, 8.8152)
O (0.3132, -4.7713, 5.2174)
H (-3.9776, -5.8943, -1.0330)
C (9.7710, 0.8430, -1.4082)
H (-5.1908, -1.4740, 1.0255)
C (-1.6612, 10.5631, -5.9130)
H (-4.7576, -6.9477, -2.2035)
H (-2.7867, -0.4353, 4.7581)
C (-1.4466, -10.3108, -3.0063)
H (3.1332, 1.8475, 0.4682)
H (4.5296, -3.3960, 3.8572)
H (-0.3166, 7.6831, 1.5392)
H (-1.3981, 11.1431, -6.7957)
C (-4.9886, 8.0395, -0.4169)
H (-3.7623, 0.2376, 0.1393)
C (-1.8716, 2.7053, -0.0799)
H (0.6456, -1.3936, -4.4091)
O (-6.6715, 6.9696, 1.3841)
H (-2.9543, 7.7289, 0.2108)
C (2.7815, 0.8681, 2.3481)
H (-0.1280, -2.7746, 4.8083)
H (-8.1676, 4.6518, 1.1630)
C (-5.3175, 7.9061, -4.8199)
O (-3.3000, 9.4499, -4.1144)
H (-5.8055, -7.1322, 0.0822)
C (-4.8701, -7.6395, -0.1539)
C (-3.1998, -0.5056, -0.4092)
H (3.8845, -6.0246, -1.3727)
O (-2.8655, -7.5051, -1.5390)
C (3.6058, -3.6182, 3.3278)
O (-1.9501, 4.1209, 0.1338)
O (-3.8281, -9.2180, -2.6594)
O (4.7302, -3.4179, -1.1239)
H (-3.7895, -0.3328, 2.3428)
H (11.0963, -0.7933, -1.8563)
H (11.8664, 0.5604, -1.0076)
H (-0.7299, 9.1331, -4.5895)
H (7.3314, -3.1019, -1.2909)
H (6.4684, -1.3642, -3.6547)
H (3.8212, -3.9322, 2.3071)
C (-0.0076, -4.7036, 6.5088)
H (-1.8393, -5.7637, 8.4515)
H (2.5185, -6.0080, -2.4975)
C (-3.5128, 9.2795, -5.2876)
H (5.7213, -1.3425, -2.0651)
H (0.4795, 6.2359, 2.1411)
H (-5.2478, 8.7650, 0.3540)
C (-4.1614, -6.9365, -1.2914)
H (-1.8245, -11.1132, -2.3747)
C (-0.4957, 9.6928, -5.4943)
C (6.2494, -1.9729, -2.7797)
N (-2.3537, -0.0806, -1.3011)
H (1.9572, 7.5521, 0.5779)
O (-2.7988, 9.7771, -6.2954)
C (-4.3996, -2.2313, 0.9874)
O (-0.7083, -3.8674, 7.0168)
C (-0.0681, -1.6861, -3.6577)
H (0.1371, -3.8367, 3.4195)
O (4.4367, -1.2510, 2.5156)
H (-4.1046, 6.6012, 0.9330)
H (-2.2187, -1.0761, 2.5283)
C (-1.2228, -3.4060, -2.4250)
H (5.9145, -0.9742, 0.9187)
O (-4.5084, 8.5586, -5.8010)
C (-3.5000, -1.1096, 4.2965)
C (7.9728, -0.3737, -0.5347)
H (-3.6290, 6.4001, -0.7443)
O (5.3827, -3.0234, -3.2501)
H (2.6462, -4.7413, -1.2675)
H (-0.2591, 8.9706, -6.2767)
C (7.5302, -2.5215, -2.1914)
C (-2.8634, -8.6472, -2.2231)
O (8.5852, 0.0708, -1.6372)
H (8.2052, -1.7059, -1.9331)
H (-3.3764, -2.0962, 4.7314)
H (-0.3818, -10.4521, -3.1676)
H (1.6113, 5.9486, -0.0817)
O (2.7316, -2.4857, 3.3207)
H (5.2846, -2.1237, -0.2688)
O (2.3581, -0.4166, 2.8384)
O (0.5836, -5.7205, 7.1351)
H (-4.6949, 8.5958, -1.3062)
O (0.1392, 4.0499, 0.9895)
H (-1.1777, 2.4822, -0.8885)
O (6.9181, -1.0880, -0.9127)
H (3.0771, -4.4145, 3.8452)
C (-3.4160, -1.8649, -0.1014)
C (-3.8517, 7.1426, 0.0222)
H (-5.0948, -8.6739, -0.4111)
C (0.3177, -5.8127, 8.5420)
O (-3.8244, -2.3752, 2.2633)
O (-7.8789, 6.0850, -0.3073)
C (-6.8734, 6.7968, 0.2108)
C (-1.6921, -1.0651, -1.9622)
H (9.5929, 1.5802, -0.6257)
C (3.2111, -5.3836, -1.9396)
C (-0.7406, -0.7364, -2.9572)
C (-1.9215, -2.4225, -1.6950)
O (-1.0233, 5.9732, 0.7294)
H (6.7808, -2.4981, 0.6061)
N (-2.7950, -2.8298, -0.7269)
C (-3.2724, -1.1828, 2.7972)
I (-0.2782, 1.2832, -3.3737)
C (0.0896, 6.7168, 1.2443)
H (-5.6788, 8.6103, -4.0740)
O (-1.5976, -9.0518, -2.3465)
H (0.4244, -4.8337, 9.0083)
H (0.2384, -3.7896, -3.9173)
C (10.9580, -0.0378, -1.0816)
H (-1.5649, 2.1935, 0.8316)
H (-1.9385, 11.2662, -5.1280)
C (-8.7113, 5.4546, 0.6668)
H (-4.8685, -3.1715, 0.7216)
H (-9.0698, 6.1730, 1.4004)
H (3.7045, 0.1756, 0.5294)
C (-0.3085, -3.7696, 4.4078)
H (2.0112, 1.5708, 2.6601)
H (-1.3958, -4.4515, -2.2287)
C (4.6988, -3.6570, -2.3040)
H (-6.1685, 7.4737, -5.3379)
C (3.2907, -1.3624, 2.8692)
H (1.9841, 0.5004, 0.3849)
H (10.8104, -0.5583, -0.1363)
O (-6.1432, 7.2681, -0.7948)
O (8.3192, -0.1623, 0.5977)
H (-1.3776, -3.9598, 4.3305)
C (-0.3127, -3.0401, -3.3696)
H (-1.9600, -10.3146, -3.9650)
C (2.9090, 0.8505, 0.8462)

Computed properties:
structure (SMILES) = CCOCc1cnc2c(I)cccc2n1.CCOC(=O)OC.CCOC(=O)OC.CCOC(=O)OC.CCOC(=O)OC.CCOC(=O)OC.CCOC(=O)OC.CCOC(=O)OC.CCOC(=O)OC

=====

Short version: electronic energy = -2845.724588; -4016.821464; -3971.652779 a.u., in the order given.